[1]
# C18H48CdFN6O5P

C18H48CdFN6O5P as an isolated structure at a distorted geometry (ωB97M-V/def2-TZVPD, OMol25).

Last column: Löwdin charge in e.
CARTESIAN COORDINATES (ANGSTROEM)
Cd 0.26908 -2.24131 -1.55685  1.462
C 4.89609 1.08241 3.37240  -0.087
O 3.72437 0.70897 4.08376  -0.151
C 3.36299 -0.62177 3.83699  -0.230
C 2.74280 -0.84782 2.46979  -0.070
N 1.62147 0.15815 2.29834  0.021
H 2.00139 1.10922 2.35826  0.128
H 1.28160 0.00358 1.33983  0.084
C 0.46073 0.14028 3.25522  -0.079
C -0.57682 1.13785 2.78888  -0.206
O 0.06991 2.38613 2.77601  -0.178
C -0.78763 3.43866 2.37349  -0.076
H 4.75213 1.49375 2.37285  0.077
H 5.68072 0.31835 3.36544  0.098
H 5.37726 1.85568 3.97797  0.101
H 2.71569 -0.94745 4.65624  0.130
H 4.20031 -1.31034 4.00064  0.134
H 2.29419 -1.79218 2.17487  0.133
H 3.45075 -0.51937 1.70790  0.117
H 0.90311 0.33235 4.23012  0.135
H 0.12154 -0.89721 3.22379  0.141
H -1.36429 1.14767 3.54729  0.142
H -0.93555 0.80221 1.81014  0.122
H -1.36856 3.10475 1.50189  0.088
H -0.18610 4.28397 2.05314  0.079
H -1.52268 3.74491 3.12032  0.100
F 0.57772 -0.95631 -0.00694  -0.590
C 3.52759 -2.66161 -1.89323  -0.270
O 2.29908 -2.59247 -1.72903  -0.171
N 4.33507 -1.61270 -1.88122  -0.155
C 5.76913 -1.82795 -2.06981  -0.019
C 3.90901 -0.23124 -1.67345  -0.010
H 4.11029 -3.56493 -2.09307  0.155
H 6.28012 -1.84654 -1.10866  0.106
H 6.17596 -1.11707 -2.78646  0.107
H 5.97674 -2.78827 -2.54640  0.096
H 2.97815 -0.21063 -1.10782  0.059
H 4.63510 0.26577 -1.03087  0.102
H 3.84129 0.26990 -2.63645  0.110
C 1.87955 2.45490 -0.16371  -0.330
O 2.76789 2.02573 0.56603  -0.028
N 1.68492 3.76052 -0.39126  -0.180
C 0.64194 4.23119 -1.30874  -0.022
C 2.38462 4.77147 0.36673  -0.030
H 1.17246 1.78860 -0.68037  0.127
H 1.13763 4.76593 -2.11892  0.099
H -0.00093 4.90667 -0.74512  0.092
H 0.11395 3.36466 -1.69453  0.076
H 1.65680 5.44910 0.82213  0.090
H 3.00361 4.39264 1.17313  0.093
H 3.00956 5.37461 -0.29565  0.103
O -1.78537 -2.09477 -1.26845  -0.411
P -3.23470 -1.77243 -1.42156  0.599
N -3.54514 -0.16523 -1.75285  -0.305
C -2.52022 0.62941 -2.40340  -0.111
C -4.92333 0.31126 -1.87219  -0.079
N -4.14856 -2.06416 -0.02302  -0.317
C -4.58466 -3.37835 0.36189  -0.100
C -4.00818 -1.11043 1.05532  -0.107
N -4.05553 -2.75405 -2.52561  -0.307
C -5.52095 -2.82711 -2.64128  -0.094
C -3.32098 -3.07969 -3.74982  -0.104
H -2.39041 0.48161 -3.47921  0.086
H -1.53107 0.43648 -1.97006  0.052
H -2.70273 1.67743 -2.16106  0.088
H -4.99073 1.34934 -1.55451  0.096
H -5.52374 -0.31010 -1.20959  0.071
H -5.35375 0.18819 -2.86762  0.092
H -3.78717 -3.86816 0.94822  0.095
H -5.41806 -3.33816 1.06649  0.099
H -4.80170 -4.02244 -0.48412  0.073
H -3.20129 -1.41104 1.74315  0.086
H -3.79356 -0.10507 0.70080  0.073
H -4.91702 -1.11129 1.66248  0.096
H -5.83404 -2.28832 -3.53540  0.092
H -5.78344 -3.88211 -2.72923  0.095
H -6.01101 -2.44939 -1.75027  0.073
H -3.89565 -3.73352 -4.40241  0.094
H -2.39884 -3.63170 -3.55304  0.068
H -3.06992 -2.15960 -4.28866  0.081

Properties
- E_tot: -55181.3510 eV
- LUMO energy: -6.24 eV
- HOMO-LUMO gap: 7.46 eV
- HOMO energy: -13.7 eV
- Energy relative to the best compared isomer or geometry (same formula, charge and spin): 151.10 kJ/mol
- Total charge: +2

[2]
# C5H25NO10

A 9-piece molecular cluster, C5H25NO10 overall at a distorted geometry (ωB97M-V/def2-TZVPD, OMol25).

Last column: natural (NBO) charge in e.
CARTESIAN COORDINATES (ANGSTROEM)
C 3.01429 1.45261 -2.07097  -0.600
C 2.30808 0.09634 -1.60504  -0.524
C 0.85149 0.46947 -1.44907  0.719
O 0.24280 0.97499 -2.35641  -0.607
N 0.23527 0.15670 -0.23798  -0.706
C 0.81027 0.51126 1.03289  -0.348
C 0.58112 1.97249 1.45168  0.451
O 0.42645 2.81717 0.60169  -0.579
H 4.02560 1.35277 -1.69586  0.214
H 2.50816 2.31047 -1.62397  0.213
H 2.76183 1.57984 -3.11458  0.230
H 2.43835 -0.51271 -2.49644  0.249
H 2.81105 -0.34923 -0.76650  0.207
H -0.73202 0.46494 -0.29561  0.422
H 1.81299 0.13451 1.18359  0.255
H 0.22279 0.03357 1.82149  0.243
H 0.56460 2.17162 2.52848  0.154
O -1.90621 1.95343 -0.86311  -0.990
H -1.92609 2.35585 -1.73767  0.501
H -1.21950 2.47321 -0.41720  0.507
O -2.71182 -0.94651 -2.86443  -0.974
H -1.77500 -0.79592 -2.92319  0.508
H -3.27245 -0.32410 -2.41047  0.467
O -1.74273 2.33288 2.91664  -0.923
H -1.72374 1.37847 3.09048  0.465
H -2.26227 2.25288 2.10860  0.472
O 1.60262 -1.13032 3.11986  -0.984
H 2.12848 -0.79368 3.85251  0.470
H 1.50398 -2.08109 3.28568  0.508
O -3.20896 -0.17695 0.35502  -0.984
H -3.85593 -0.74068 -0.04236  0.483
H -2.98056 0.51429 -0.28565  0.504
O -1.48247 -2.44408 0.81402  -0.982
H -1.06412 -2.29877 -0.04563  0.475
H -2.00799 -1.64074 0.84653  0.493
O 0.92782 -3.47511 2.04447  -0.964
H 1.16767 -2.86408 1.34324  0.470
H -0.03459 -3.55656 1.97595  0.505
O 0.10523 -1.76649 -1.95975  -0.974
H 0.26753 -1.26986 -1.14935  0.475
H 0.58795 -2.59288 -1.96156  0.479

Properties
- SMILES: CCC(=O)NCC=O.O.O.O.O.O.O.O.O
- E_tot: -27555.1092 eV
- LUMO energy: 0.26 eV
- HOMO-LUMO gap: 10.10 eV
- HOMO energy: -9.8 eV
- Energy relative to the best compared isomer or geometry (same formula, charge and spin): 240.61 kJ/mol

[3]
# C7H7IrO12P2

C7H7IrO12P2 as an isolated structure (ωB97M-V/def2-TZVPD, OMol25).

Last column: natural (NBO) charge in e.
CARTESIAN COORDINATES (ANGSTROEM)
Ir -0.99500 0.22047 0.35604  1.413
C -1.33741 -3.18921 2.24031  -0.643
C -0.58251 -3.22923 0.91405  -0.496
O -0.10060 -4.54269 0.61397  -0.747
P -1.65102 -2.75041 -0.49786  2.408
O -1.43062 -3.83494 -1.59601  -0.961
O -3.16474 -2.88473 -0.09045  -0.974
O -1.32665 -1.36275 -0.95011  -1.087
P 0.88858 -2.11610 1.01736  2.358
O 1.38035 -1.92484 -0.49417  -1.004
O 1.88669 -2.76778 1.87326  -1.087
O 0.31784 -0.72209 1.45466  -0.993
H -2.11315 -3.95316 2.24072  0.239
H -1.80030 -2.21481 2.40488  0.231
H -0.64113 -3.37938 3.05760  0.244
H 0.70688 -4.68179 1.13368  0.511
H -0.81149 -4.51966 -1.28085  0.547
H -3.56058 -2.04769 0.20619  0.544
H 2.28282 -2.24412 -0.62164  0.527
O -4.50931 2.67962 4.59557  -0.420
C -3.83724 2.25482 3.70912  0.402
C -4.17805 1.05889 2.78469  0.403
O -5.18502 0.40020 2.79519  -0.494
C -3.01624 0.96710 1.91626  0.097
C -2.01954 1.85796 2.19885  0.243
O -0.91238 1.84624 1.51655  -0.623
C -2.41982 2.74976 3.31840  0.408
O -1.82090 3.66060 3.81103  -0.445
O -2.81946 0.10752 0.88822  -0.602

Properties
- E_tot: -53361.4164 eV
- LUMO energy (spin up / spin down): -2.36 / -2.36 eV
- HOMO-LUMO gap (spin up / spin down): 7.02 / 7.02 eV
- HOMO energy (spin up / spin down): -9.4 / -9.4 eV

[4]
# C6H8N

An isolated ion of composition C6H8N and charge +1 at a distorted geometry (ωB97M-V/def2-TZVPD, OMol25).

Last column: natural (NBO) charge in e.
CARTESIAN COORDINATES (ANGSTROEM)
C -1.92769 -0.25535 0.21797  0.506
C -0.67654 -0.28961 0.23528  -0.274
C 0.27539 1.01800 -0.00473  0.339
C 0.66537 -1.01183 0.32168  -0.177
C -3.20226 0.25952 0.08398  -0.763
C 2.69793 0.30571 -0.22656  -0.450
N 1.31573 0.23864 0.01285  -0.375
H 0.95839 -1.32909 1.31843  0.260
H 0.63788 -1.79112 -0.56276  0.265
H -3.96222 0.19586 0.92509  0.309
H -3.67127 -0.06293 -0.85676  0.290
H -2.98658 1.27199 0.03141  0.318
H 3.01068 -0.66903 -0.60955  0.235
H 3.41164 0.40226 0.61956  0.257
H 2.96866 1.08327 -0.94937  0.259

Properties
- E_tot: -7828.8369 eV
- LUMO energy (spin up / spin down): -5.91 / -5.92 eV
- HOMO-LUMO gap (spin up / spin down): 8.06 / 8.05 eV
- HOMO energy (spin up / spin down): -14.0 / -14.0 eV
- Energy relative to the best compared isomer or geometry (same formula, charge and spin): 661.06 kJ/mol
- Total charge: +1

[5]
# C24H22N2O6

One molecule with the formula C24H22N2O6 at a distorted geometry (ωB97M-V/def2-TZVPD, OMol25).

Last column: natural (NBO) charge in e.
CARTESIAN COORDINATES (ANGSTROEM)
C -3.85044 -3.13197 0.27067  -0.257
O -3.06071 -2.55017 -0.74166  -0.515
C -1.97187 -1.81112 -0.36344  0.223
C -1.40461 -1.90992 0.90106  -0.292
C -0.35316 -1.10216 1.29167  -0.178
C 0.16929 -0.17362 0.40908  -0.055
C 1.18073 0.84814 0.86990  -0.052
C 2.24743 1.18568 -0.14413  -0.202
C 3.20554 0.25743 -0.74988  0.495
O 3.93637 0.59986 -1.66458  -0.529
C 3.26208 -1.11604 -0.24956  0.136
C 3.97123 -2.16676 -0.78609  -0.202
C 3.70711 -3.28239 0.02819  -0.329
C 2.86086 -2.84709 1.01294  0.329
C 2.23069 -3.56651 2.14961  -0.658
O 2.59280 -1.54058 0.85170  -0.407
C 2.14058 2.50030 -0.45754  0.319
O 2.83870 3.26292 -1.28351  -0.607
C 1.02152 3.10555 0.31291  0.607
O 0.67408 4.27154 0.23866  -0.638
N 0.51442 2.12633 1.08284  -0.398
C -0.65429 2.28200 1.91529  -0.244
C -1.91310 1.79106 1.24428  -0.067
C -2.28894 2.27520 -0.00404  -0.158
C -3.43579 1.78231 -0.60124  -0.255
C -4.16644 0.81803 0.07567  0.025
N -3.82968 0.36094 1.26978  -0.435
C -2.73564 0.83948 1.83498  0.050
C -0.34822 -0.10658 -0.87281  -0.263
C -1.41052 -0.90454 -1.28390  0.343
O -1.80132 -0.67622 -2.56518  -0.509
C -2.91868 -1.32815 -3.12739  -0.239
H -3.35262 -3.99233 0.72947  0.171
H -4.10814 -2.39567 1.03774  0.201
H -4.75579 -3.47368 -0.22937  0.198
H -1.80983 -2.61365 1.60990  0.222
H 0.04145 -1.18535 2.29269  0.203
H 1.62730 0.51378 1.81529  0.224
H 4.59163 -2.11850 -1.65680  0.243
H 4.08960 -4.27526 -0.09182  0.230
H 2.41644 -3.03878 3.08374  0.227
H 2.63590 -4.57118 2.21923  0.232
H 1.15247 -3.62547 2.00258  0.231
H 2.47006 4.16463 -1.23400  0.504
H -0.49763 1.75045 2.85833  0.210
H -0.74431 3.35548 2.11648  0.249
H -1.68922 3.02763 -0.49451  0.229
H -3.75196 2.13519 -1.57020  0.223
H -5.06631 0.39169 -0.34896  0.191
H -2.50647 0.43993 2.81515  0.188
H 0.04422 0.59874 -1.58869  0.233
H -2.97106 -0.96089 -4.15230  0.189
H -3.84058 -1.07211 -2.60086  0.178
H -2.79494 -2.41237 -3.13389  0.187

Properties
- SMILES: COc1ccc([C@H]2C(C(=O)c3ccc(C)o3)=C(O)C(=O)N2Cc2cccnc2)cc1OC
- E_tot: -40509.2627 eV
- LUMO energy: -0.17 eV
- HOMO-LUMO gap: 7.99 eV
- HOMO energy: -8.2 eV
- Energy relative to the best compared isomer or geometry (same formula, charge and spin): 163.57 kJ/mol

[6]
# C3H7N2S

An isolated ion of composition C3H7N2S and charge +1 at a distorted geometry (ωB97M-V/def2-TZVPD, OMol25).

Last column: natural (NBO) charge in e.
CARTESIAN COORDINATES (ANGSTROEM)
C -0.13588 1.64859 0.04301  0.197
C 0.58281 -0.93848 0.27592  -0.268
C -0.87040 -0.51922 -0.13609  -0.233
N 1.51075 -0.14643 -0.46434  -0.495
N -1.11058 0.88613 0.14328  -0.475
S 2.95263 0.22407 0.12232  0.550
H -0.27909 2.67578 0.00662  0.184
H 0.74320 -0.77371 1.39939  0.204
H 0.71900 -1.95117 -0.08591  0.266
H -0.75841 -0.55401 -1.13230  0.227
H -1.45431 -1.27460 0.33506  0.246
H -1.98425 1.21158 0.42685  0.428
H 3.41102 0.50364 -1.22844  0.171

Properties
- E_tot: -17027.9722 eV
- LUMO energy (spin up / spin down): -5.63 / -6.04 eV
- HOMO-LUMO gap (spin up / spin down): 8.29 / 6.98 eV
- HOMO energy (spin up / spin down): -13.9 / -13.0 eV
- Energy relative to the best compared isomer or geometry (same formula, charge and spin): 540.17 kJ/mol
- Total charge: +1